The following is a quantum chemistry calculation of C4H3InLiO2 as an isolated structure in a non-equilibrium geometry, from the OMol25 dataset.

Summary:
Electronic energy = -501.9889 hartree
LUMO level = -0.1961 Ha
Orbital gap = 6.330 eV
Net charge = +1

Geometry as XYZ:
```
11
Properties=species:S:1:pos:R:3:lowdin_charge:R:1
C 1.397 -2.320 -0.498 0.17
Li -1.681 1.094 -0.112 0.73
C 0.022 -1.784 0.206 -0.28
H 1.193 0.900 -1.360 0.12
In 0.128 2.410 1.906 1.07
O -0.032 0.613 0.475 -0.66
H 2.428 -2.642 -0.311 0.10
O -0.999 -2.356 0.532 0.09
C 1.066 0.384 -0.392 -0.32
C 0.897 -1.079 -0.689 -0.14
H 2.006 0.564 0.159 0.12
```